No. 1
{
  "formula": "C6H13AuN4Se5",
  "method": "the ωB97M-V functional and the def2-TZVPD basis",
  "elements": ["Au", "Se", "Se", "Se", "Se", "Se", "C", "N", "C", "N", "C", "C", "N", "N", "C", "C", "H", "H", "H", "H", "H", "H", "H", "H", "H", "H", "H", "H", "H"],
  "coordinates": [[0.814, -1.384, -1.899], [-1.342, -2.452, -2.160], [-1.820, -2.190, -4.337], [0.360, -2.377, -5.178], [1.450, -3.215, -3.356], [3.038, -0.612, -1.220], [4.289, -1.758, -2.020], [5.088, -2.441, -2.493], [-0.331, 2.417, 2.015], [-0.782, 1.818, 0.760], [-1.010, 2.782, -0.302], [-0.309, 0.567, 0.423], [0.229, 0.346, -0.745], [-0.462, -0.395, 1.366], [0.224, -1.678, 1.289], [-1.579, -0.363, 2.303], [0.537, 3.062, 1.841], [-0.046, 1.646, 2.723], [-1.128, 3.021, 2.450], [-1.692, 3.546, 0.067], [-1.476, 2.298, -1.158], [-0.088, 3.283, -0.624], [0.428, 1.201, -1.243], [1.209, -1.558, 0.844], [-0.347, -2.420, 0.724], [0.356, -2.048, 2.306], [-2.224, 0.484, 2.095], [-1.226, -0.304, 3.335], [-2.162, -1.279, 2.194]],
  "lowdin_charge": [0.251, -0.056, -0.064, -0.031, 0.060, 0.527, -0.820, 0.040, -0.042, -0.171, -0.060, -0.428, -0.031, -0.142, -0.065, -0.042, 0.096, 0.081, 0.094, 0.093, 0.098, 0.096, 0.052, 0.028, 0.062, 0.096, 0.090, 0.092, 0.096],
  "homo_energy_ev": [-7.379, -7.379],
  "molar_mass_g_mol": 732.97,
  "gap_ha": [0.2228, 0.2228],
  "energy_ha": -12598.316196
}



No. 2
{
  "formula": "C3H13NO3",
  "method": "the ωB97M-V functional and the def2-TZVPD basis",
  "elements": ["C", "N", "C", "O", "C", "H", "H", "H", "H", "H", "H", "H", "H", "H", "H", "H", "O", "H", "H", "O"],
  "coordinates": [[-0.908, -1.052, 1.038], [-2.164, -0.630, 0.472], [-2.185, 0.691, -0.151], [-1.766, 1.697, 0.787], [-0.586, -2.459, 0.362], [-1.060, -1.243, 2.175], [-0.029, -0.357, 0.891], [-2.893, -0.637, 1.343], [-3.117, 1.172, -0.572], [-1.339, 0.526, -0.836], [-2.395, 2.030, 1.375], [0.231, -2.823, 1.062], [-0.476, -2.615, -0.704], [-1.550, -3.091, 0.512], [0.481, 2.990, 1.488], [-0.043, 1.884, 0.629], [0.722, 2.097, 1.016], [4.988, -0.978, -2.953], [5.761, 0.222, -3.215], [5.877, -0.764, -3.301]],
  "mulliken_spin": [0.014, 0.721, -0.019, 0.106, 0.155, 0.017, 0.027, -0.012, 0.001, -0.003, -0.004, 0.003, -0.004, -0.006, 0.000, -0.001, 0.005, 0.000, 0.000, 0.000],
  "homo_energy_ev": [-13.199, -13.199],
  "molar_mass_g_mol": 111.14,
  "gap_ha": [0.3410, 0.1574],
  "total_charge": 1,
  "e_above_lowest_kcal_mol": 90.2,
  "energy_ha": -402.143857,
  "multiplicity": 2
}



No. 3
{
  "formula": "C6H18AsCu2F6O7P",
  "method": "the ωB97M-V functional and the def2-TZVPD basis",
  "elements": ["Cu", "Cu", "O", "H", "O", "H", "O", "H", "As", "F", "F", "F", "F", "F", "F", "C", "C", "O", "P", "O", "O", "C", "C", "O", "C", "C", "H", "H", "H", "H", "H", "H", "H", "H", "H", "H", "H", "H", "H", "H", "H"],
  "coordinates": [[-19.447, -14.566, -16.153], [-18.474, -11.898, -16.089], [-19.916, -12.810, -17.576], [-20.380, -11.977, -17.656], [-18.079, -13.915, -14.675], [-18.723, -13.670, -13.999], [-16.810, -12.508, -17.450], [-16.132, -11.885, -17.716], [-20.916, -9.347, -14.334], [-20.293, -8.491, -15.719], [-21.944, -10.265, -15.383], [-21.612, -10.101, -12.912], [-19.681, -8.561, -13.339], [-22.121, -8.081, -14.118], [-19.723, -10.652, -14.546], [-12.223, -7.687, -13.377], [-13.449, -8.489, -13.669], [-13.064, -9.872, -13.782], [-14.147, -11.074, -13.550], [-14.310, -12.043, -14.621], [-15.427, -10.255, -13.101], [-16.737, -10.787, -12.884], [-16.876, -11.584, -11.588], [-13.616, -11.746, -12.199], [-12.209, -11.808, -11.903], [-12.014, -11.187, -10.520], [-11.361, -7.759, -14.045], [-12.594, -6.658, -13.327], [-11.718, -7.952, -12.441], [-14.197, -8.319, -12.890], [-13.977, -8.202, -14.582], [-17.396, -9.931, -12.727], [-17.079, -11.420, -13.705], [-17.830, -12.093, -11.759], [-16.151, -12.399, -11.505], [-16.852, -11.056, -10.635], [-11.924, -12.861, -11.824], [-11.571, -11.302, -12.617], [-12.685, -11.643, -9.800], [-10.978, -11.424, -10.251], [-12.109, -10.114, -10.684]],
  "lowdin_charge": [0.430, 0.284, -0.449, -0.104, -0.433, -0.106, -0.488, -0.166, 0.770, -0.270, -0.257, -0.281, -0.290, -0.292, -0.288, -0.092, -0.279, -0.201, 0.419, -0.187, -0.193, -0.223, -0.073, -0.191, -0.274, -0.076, 0.073, 0.078, 0.066, 0.114, 0.128, 0.112, 0.100, 0.080, 0.066, 0.066, 0.114, 0.105, 0.075, 0.070, 0.067],
  "homo_energy_ev": -0.367,
  "molar_mass_g_mol": 549.18,
  "gap_ha": 0.1624,
  "total_charge": -2,
  "energy_ha": -7223.545512
}



No. 4
{
  "formula": "C4H11NO",
  "method": "the ωB97M-V functional and the def2-TZVPD basis",
  "elements": ["C", "C", "H", "H", "H", "H", "H", "H", "C", "C", "O", "N", "H", "H", "H", "H", "H"],
  "coordinates": [[-1.614, -1.284, -0.957], [-0.166, -1.474, -1.406], [-2.235, -0.824, -1.735], [-2.106, -2.226, -0.701], [-1.658, -0.598, -0.108], [0.468, -1.552, -0.534], [0.145, -0.545, -1.893], [0.030, -2.258, -2.122], [0.146, 0.555, 1.713], [0.527, 1.378, 0.523], [-0.171, 1.799, -0.359], [1.869, 1.833, 0.525], [-0.058, -0.468, 1.387], [-0.784, 0.922, 2.107], [2.196, 2.424, -0.258], [2.487, 1.805, 1.343], [0.924, 0.514, 2.476]],
  "mulliken_spin": [0.004, 0.000, 0.000, 0.000, 0.003, 0.001, 0.000, 0.000, 0.061, -0.075, 0.755, 0.265, -0.004, 0.000, -0.009, -0.005, 0.003],
  "homo_energy_ev": [-15.224, -15.220],
  "molar_mass_g_mol": 89.14,
  "gap_ha": [0.3910, 0.2001],
  "total_charge": 1,
  "e_above_lowest_kcal_mol": 44.9,
  "energy_ha": -288.643736,
  "multiplicity": 2
}